Formula: C70H134N12O42
Source: OMol25
Level of theory: ωB97M-V with the def2-TZVPD basis set

Each line ends with the Löwdin charge.
Positions of all 258 atoms, in Å:
C 20.53 29.68 24.44  0.020
N 19.13 29.50 24.20  -0.097
C 18.32 29.43 25.31  0.032
C 17.11 28.79 25.15  0.057
C 16.73 28.15 23.96  -0.107
C 17.62 28.32 22.89  0.067
C 18.75 29.06 23.01  0.021
C 15.65 27.26 23.70  -0.167
C 14.61 27.63 22.84  0.073
C 13.76 26.59 22.44  0.020
N 13.84 25.31 22.84  -0.073
C 14.88 24.98 23.62  0.037
C 15.80 25.94 24.05  0.058
C 12.87 24.32 22.46  0.010
H 20.65 30.56 25.02  0.096
H 20.94 29.88 23.39  0.140
H 20.95 28.86 24.99  0.109
H 18.64 29.92 26.21  0.147
H 16.52 28.84 26.04  0.130
H 17.37 27.99 21.91  0.091
H 19.44 29.19 22.23  0.125
H 14.57 28.59 22.33  0.143
H 13.05 26.83 21.69  0.138
H 14.97 23.94 23.89  0.153
H 16.65 25.51 24.50  0.127
H 13.39 23.42 21.94  0.098
H 12.24 24.80 21.77  0.076
H 12.19 24.06 23.36  0.141
C 13.51 15.17 16.23  0.013
N 14.09 15.74 15.05  -0.066
C 13.66 15.37 13.85  0.038
C 14.15 15.97 12.70  0.051
C 15.01 17.01 12.81  -0.087
C 15.58 17.29 14.08  0.057
C 15.13 16.61 15.15  0.027
C 15.45 17.66 11.54  -0.136
C 16.61 18.28 11.53  0.053
C 16.95 19.00 10.39  0.052
N 16.05 19.15 9.41  -0.081
C 14.94 18.41 9.37  -0.010
C 14.63 17.62 10.42  0.027
C 16.45 19.91 8.24  0.033
H 13.69 14.12 16.21  0.106
H 12.41 15.21 16.33  0.113
H 13.93 15.67 17.15  0.126
H 12.89 14.62 13.85  0.103
H 13.91 15.55 11.75  0.129
H 16.36 17.93 14.27  0.069
H 15.52 16.62 16.15  0.131
H 17.30 18.33 12.36  0.104
H 17.85 19.57 10.40  0.125
H 14.16 18.58 8.59  0.153
H 13.62 17.23 10.32  0.131
H 15.66 19.67 7.50  0.118
H 17.35 19.48 7.83  0.110
H 16.46 20.94 8.57  0.099
C 10.78 20.08 7.45  0.017
C 11.69 19.96 8.64  -0.546
O 12.82 20.44 8.58  0.006
N 11.21 19.42 9.73  0.052
H 10.26 19.05 9.65  0.160
H 9.00 12.52 13.03  0.082
C 11.78 19.43 11.04  -0.067
H 9.92 19.37 7.46  0.095
H 11.24 19.89 6.52  0.069
H 10.39 21.09 7.48  0.097
H 10.96 19.53 11.77  0.089
H 12.46 20.29 11.25  0.072
H 12.37 18.53 11.23  0.056
C 15.14 25.94 12.77  0.026
C 13.82 25.85 13.51  -0.524
O 13.48 26.81 14.20  -0.011
N 13.17 24.72 13.36  0.072
H 13.39 24.06 12.69  0.060
H 13.06 40.10 3.33  0.428
C 12.01 24.35 14.17  -0.046
H 15.92 26.35 13.45  0.083
H 14.99 26.63 11.88  0.103
H 15.31 25.04 12.20  0.051
H 11.87 25.16 14.95  0.092
H 12.13 23.33 14.66  0.097
H 11.04 24.37 13.68  0.077
C 21.73 19.98 18.86  0.008
C 22.11 20.49 17.55  -0.571
O 22.25 19.77 16.61  0.050
N 22.29 21.85 17.47  0.019
H 17.47 19.07 19.14  0.090
H 22.45 22.32 18.34  0.126
C 22.90 22.33 16.27  -0.083
H 20.84 20.49 19.33  0.106
H 22.52 20.03 19.58  0.083
H 21.47 18.91 18.69  0.107
H 22.70 23.45 16.09  0.111
H 22.28 21.83 15.55  0.049
H 23.99 22.12 16.15  0.106
C 13.50 21.36 18.61  0.030
C 14.61 21.74 19.72  -0.492
O 14.25 22.47 20.66  -0.035
N 15.80 21.21 19.68  0.014
H 23.32 24.44 21.29  0.136
H 16.25 20.85 18.82  0.077
C 16.80 21.57 20.60  -0.074
H 13.10 20.36 18.88  0.088
H 13.93 21.37 17.65  0.023
H 12.77 22.17 18.61  0.079
H 16.61 21.16 21.58  0.086
H 16.90 22.65 20.76  0.074
H 17.70 21.16 20.11  0.092
C 13.45 19.96 13.78  -0.074
O 14.85 20.11 13.69  -0.196
C 15.53 20.66 14.83  -0.149
C 17.00 20.69 14.60  -0.120
N 17.39 21.73 13.68  0.083
H 18.05 21.44 13.03  0.081
H 16.66 22.14 13.02  0.150
C 18.09 22.88 14.23  -0.093
C 17.26 23.66 15.27  -0.166
O 17.20 23.05 16.56  -0.219
C 18.33 23.21 17.41  -0.065
H 13.07 21.00 13.77  0.103
H 13.08 19.38 14.63  0.097
H 13.21 19.33 12.94  0.052
H 15.31 20.22 15.79  0.113
H 15.18 21.72 14.93  0.123
H 17.35 19.77 14.25  0.078
H 17.49 20.82 15.56  0.113
H 18.32 23.59 13.45  0.119
H 19.05 22.65 14.74  0.137
H 16.22 23.77 14.89  0.113
H 17.66 24.69 15.45  0.117
H 18.68 24.24 17.29  0.082
H 19.24 22.54 17.11  0.108
H 18.02 23.05 18.42  0.054
C 15.32 29.63 12.27  -0.045
O 15.63 30.03 13.61  -0.163
C 14.49 29.97 14.38  -0.293
C 14.75 29.56 15.77  -0.057
N 15.42 28.14 15.77  0.097
H 14.70 27.66 15.21  0.099
H 16.21 28.30 15.16  0.141
C 16.01 27.53 17.05  -0.051
C 15.14 26.40 17.57  -0.164
O 15.44 25.27 16.72  -0.210
C 14.53 24.20 17.00  -0.087
H 16.19 29.86 11.70  0.088
H 14.45 30.18 11.93  0.103
H 15.20 28.54 12.27  0.062
H 13.80 29.27 13.93  0.106
H 13.95 30.95 14.37  0.153
H 13.89 29.49 16.41  0.135
H 15.52 30.28 16.21  0.159
H 16.08 28.32 17.85  0.100
H 17.06 27.14 16.86  0.146
H 14.08 26.61 17.44  0.123
H 15.31 26.13 18.58  0.106
H 13.50 24.60 17.01  0.091
H 14.67 23.81 18.05  0.091
H 14.66 23.34 16.30  0.074
C 23.66 28.13 20.08  -0.109
O 22.88 27.62 19.08  -0.171
C 21.52 27.96 19.06  -0.219
C 20.71 27.34 17.91  -0.163
N 21.22 27.43 16.53  -0.066
H 22.08 26.97 16.55  0.090
H 19.99 26.97 15.43  0.072
C 21.43 28.87 16.22  -0.162
C 22.35 29.05 15.00  -0.193
O 23.58 28.40 15.26  -0.187
C 24.55 29.19 15.87  -0.112
H 23.59 27.51 20.94  0.073
H 23.26 29.05 20.44  0.082
H 24.64 28.21 19.72  0.083
H 21.38 29.06 19.00  0.118
H 20.98 27.62 19.97  0.124
H 19.73 27.92 17.87  0.132
H 20.43 26.21 18.05  0.138
H 21.79 29.42 17.06  0.093
H 20.38 29.21 15.90  0.149
H 22.53 30.08 14.68  0.128
H 21.87 28.47 14.18  0.120
H 25.39 29.33 15.17  0.096
H 24.93 28.62 16.73  0.091
H 24.24 30.15 16.09  0.065
C 23.24 24.81 11.52  -0.092
O 21.90 24.44 11.51  -0.214
C 21.62 23.22 12.07  -0.216
C 22.19 22.02 11.25  -0.127
N 21.52 21.90 9.91  -0.066
H 20.06 22.67 9.86  0.088
H 22.05 22.41 9.19  0.144
C 21.33 20.55 9.35  -0.171
C 22.58 19.94 8.60  -0.269
O 23.78 20.17 9.18  -0.186
C 24.05 19.24 10.30  -0.047
H 23.32 25.83 11.17  0.096
H 23.84 24.13 10.90  0.092
H 23.61 24.75 12.57  0.108
H 20.53 23.20 12.15  0.114
H 22.12 23.14 13.03  0.116
H 21.86 21.15 11.88  0.118
H 23.28 21.99 11.12  0.109
H 20.50 20.60 8.60  0.121
H 21.02 19.90 10.20  0.115
H 22.66 20.39 7.57  0.135
H 22.35 18.83 8.50  0.134
H 24.47 19.83 11.14  0.090
H 24.77 18.47 10.03  0.087
H 23.13 18.82 10.68  0.077
O 14.88 21.50 10.14  0.076
C 14.38 22.20 11.21  -0.702
O 13.14 22.34 11.27  0.045
O 15.21 22.71 12.01  -0.040
H 14.10 21.21 9.64  0.061
O 18.42 24.44 20.27  -0.029
C 17.81 25.09 21.20  -0.766
O 16.65 25.52 21.10  0.011
O 18.52 25.54 22.21  0.069
H 19.75 24.49 20.00  0.041
O 21.17 25.02 21.83  0.079
C 21.52 24.65 20.74  -0.703
O 22.83 24.46 20.45  0.112
O 20.77 24.43 19.73  0.110
H 19.42 25.01 22.13  0.128
O 10.05 16.65 14.68  0.176
C 10.40 17.35 13.60  -0.663
O 10.43 18.59 13.64  0.052
O 10.71 16.68 12.55  0.128
H 10.47 15.86 14.47  0.030
O 15.84 28.85 19.80  -0.039
C 17.00 29.74 19.62  -0.734
O 16.91 30.63 18.76  0.070
O 18.01 29.32 20.18  0.027
H 16.23 27.99 20.12  0.079
O 17.23 23.77 10.52  0.153
C 18.17 22.86 10.52  -0.740
O 18.05 21.82 11.07  0.090
O 19.20 23.25 9.85  0.136
H 16.53 23.39 11.07  0.050
O 20.20 18.92 15.08  0.243
C 19.95 19.68 13.84  -0.686
O 20.39 20.79 13.71  0.065
O 19.31 19.25 12.88  0.023
H 20.65 19.43 15.78  0.128
O 20.68 26.19 13.55  0.061
C 19.31 26.37 13.79  -0.624
O 18.48 26.30 12.92  0.111
O 19.07 26.80 15.03  0.070
H 20.83 25.77 12.65  0.119
O 17.72 18.31 16.34  -0.123
C 17.52 18.93 17.54  -0.653
O 17.10 20.10 17.61  -0.034
O 17.93 18.34 18.69  0.112
H 19.42 18.34 15.24  0.152
O 11.30 13.82 14.21  -0.015
C 10.37 13.57 13.43  -0.773
O 10.03 14.28 12.47  0.016
O 9.77 12.37 13.52  0.140
H 10.44 15.73 12.47  0.039

- frontier orbital gap (eV) = 0.66
- charge = +2
- HOMO (eV) = -11.50
- multiplicity = 1